1.
ORCA calculation (ωB97M-V/def2-TZVPD) on one molecule with the formula C5H10O2.

As for the gap between HOMO and LUMO: 10.55 eV. Its spin multiplicity is 1. Its net charge is 0. For the HOMO energy, the calculation gives -9.6 eV. For the total energy, the calculation gives -346.9640 Eh.

Structure (XYZ):
```
17
C5H10O2 | the OMol25 dataset | ωB97M-V/def2-TZVPD
H -0.59279 -2.98018 0.61768
H 0.33308 2.51450 -1.52053
H -1.35410 2.42901 -0.98358
H 1.08891 1.46602 0.60334
H -0.57732 1.44705 1.21499
C -0.95334 -2.01793 0.24544
H 2.01083 -0.79214 -0.86787
C -0.31968 2.53165 -0.64309
H 0.33606 -0.73125 1.40152
C 0.15122 -0.97656 0.34222
O 1.88797 -2.61846 0.00504
C 0.03195 1.39872 0.29816
H -1.82702 -1.70726 0.82437
H -1.25190 -2.13134 -0.80106
H -0.20863 3.49854 -0.14283
O -0.21905 0.18056 -0.37426
C 1.46380 -1.51093 -0.21954
```

2.
ORCA calculation (ωB97M-V/def2-TZVPD) on C13H19IrN2O3S as an isolated structure in a non-equilibrium geometry.

As for the gap between HOMO and LUMO (alpha / beta): 7.42 / 7.35 eV. Its spin multiplicity is 2. Its net charge is +3. For the HOMO energy (alpha / beta), the calculation gives -19.1 / -19.7 eV. Its expectation value of S² is 0.773. For the total energy, the calculation gives -1343.4526 Eh.

Structure (XYZ):
```
39
C13H19IrN2O3S | the OMol25 dataset | ωB97M-V/def2-TZVPD
C 5.55772 2.63455 -1.75581
H -2.72593 0.05698 1.07480
H 6.44478 4.59565 -1.64676
H -0.43605 -3.50065 1.01831
H 2.12688 -3.33435 1.92914
H 4.64730 5.48381 -0.15019
C 3.57327 3.61160 -0.07344
H 0.02433 -3.04830 3.19842
N 1.04341 -2.03402 0.61743
C 4.65260 4.45866 -0.50005
H -1.89265 -2.64146 2.29419
O 1.46952 1.81986 0.66309
H -1.62592 -0.33638 -0.78214
C -0.97101 -2.28010 -0.71134
H -3.29260 -1.50820 0.50912
C -2.43626 -0.98622 0.93964
C 1.68414 -2.33603 1.93525
S -0.44378 -0.74258 2.73284
H 0.52034 -3.81173 -0.41616
N -1.29736 -0.96727 -0.04827
C 0.66565 -2.18016 3.05623
C 3.51083 2.23706 -0.50182
H -0.54104 -2.05094 -1.68675
Ir 0.40124 -0.11968 0.71078
C 5.62911 3.96261 -1.32362
C 0.02094 -3.02819 0.15401
H 4.49304 0.74769 -1.65803
H 6.30299 2.24424 -2.43700
C 2.41879 1.35130 -0.07649
H 1.78751 -1.97594 -0.08244
C 4.50380 1.77762 -1.32511
H 1.16723 -1.98839 4.00411
H 1.98633 3.52389 0.94633
O 2.69991 4.15956 0.70175
C -2.02036 -1.56257 2.27027
O 2.34758 0.13002 -0.40804
H 2.49722 -1.61801 2.04916
H -2.75805 -1.29928 3.02900
H -1.88568 -2.84926 -0.87852
```

3.
ORCA calculation (ωB97M-V/def2-TZVPD) on an isolated ion of composition C5H7IN and charge +1 in a non-equilibrium geometry.

As for the gap between HOMO and LUMO: 7.67 eV. Its spin multiplicity is 1. Its net charge is +1. For the HOMO energy, the calculation gives -13.2 eV. For the total energy, the calculation gives -546.7599 Eh.

Structure (XYZ):
```
14
C5H7IN | the OMol25 dataset | ωB97M-V/def2-TZVPD
N 0.34918 0.40834 -0.58116
I -3.55746 0.21572 -2.41729
H 2.19899 1.53684 -0.30368
C -1.77796 -0.09979 -1.50188
C 1.04417 -0.42639 0.36754
C 0.63069 -0.54867 1.81290
H 1.50153 -0.89083 2.33552
C 1.53557 0.81468 -0.27132
H 0.15093 0.17489 2.30259
H -0.87375 1.92257 -1.39295
H -1.62925 -1.20654 -1.09748
H -0.10981 -1.26017 1.99566
H 1.32253 -1.42979 -0.00334
C -0.78534 0.78915 -1.24512
```

4.
ORCA calculation (ωB97M-V/def2-TZVPD) on an isolated ion of composition C3H8NO2 and charge -1 in a non-equilibrium geometry.

As for the gap between HOMO and LUMO: 6.22 eV. Its spin multiplicity is 1. Its net charge is -1. For the HOMO energy, the calculation gives -2.4 eV. For the total energy, the calculation gives -324.3031 Eh.

Structure (XYZ):
```
14
C3H8NO2 | the OMol25 dataset | ωB97M-V/def2-TZVPD
O 1.52789 -1.62074 -0.45542
H -0.44356 0.03393 -2.16827
H -0.58083 -1.53211 -0.33530
H -1.92291 1.22600 0.09354
H -0.66048 2.16254 0.78197
O -1.22271 0.41221 1.87642
C -1.03230 1.06485 0.76614
C 0.29754 -0.99804 0.03771
H 2.21093 -0.95098 -0.41853
N -0.06153 0.81829 -1.63598
H 0.87418 0.81488 -2.05563
H 0.30356 -1.17250 1.11022
H 1.07773 0.96598 0.15996
C 0.17828 0.46584 -0.21714
```

5.
ORCA calculation (ωB97M-V/def2-TZVPD) on one molecule with the formula C4H5N3O2 in a non-equilibrium geometry.

As for the gap between HOMO and LUMO: 8.80 eV. Its spin multiplicity is 1. Its net charge is 0. For the HOMO energy, the calculation gives -9.7 eV. For the total energy, the calculation gives -470.0063 Eh.

Structure (XYZ):
```
14
C4H5N3O2 | the OMol25 dataset | ωB97M-V/def2-TZVPD
H 0.79053 -0.86464 -2.17552
H 0.02518 0.05693 1.92931
N -1.80040 -0.67168 -1.85956
C 0.49756 -0.17396 -1.33586
O -1.41520 -0.42357 -3.01664
C -0.94776 -0.38481 -0.79319
C -1.38547 -0.52284 0.51461
N -3.89022 -1.45218 0.91517
H 0.64988 0.79390 -1.86104
H -1.50907 -0.38546 2.47174
N -0.81294 -0.48636 1.69346
C -2.84552 -0.99785 0.61098
H 1.09627 -0.21235 -0.41908
O -2.98405 -0.92886 -1.57559
```

6.
ORCA calculation (ωB97M-V/def2-TZVPD) on one molecule with the formula C4H9NO.

As for the gap between HOMO and LUMO: 9.90 eV. Its spin multiplicity is 1. Its net charge is 0. For the HOMO energy, the calculation gives -9.0 eV. For the total energy, the calculation gives -287.7702 Eh.

Structure (XYZ):
```
15
C4H9NO | the OMol25 dataset | ωB97M-V/def2-TZVPD
H 1.87861 1.38791 0.75776
H 1.40982 -0.55317 -1.36162
H 0.48846 -0.34698 2.20832
H 2.77575 -0.12205 0.59208
C 2.21273 0.64195 0.04943
O -2.25581 0.18124 -0.44506
H -0.15952 1.15425 1.48214
H -1.23956 -0.09814 1.80061
H 2.89022 1.10917 -0.66446
C 0.01460 -0.51346 0.09394
H -1.23207 -1.01771 -1.67738
C -1.26845 -0.43119 -0.73235
H 0.16759 -1.60922 0.14304
C -0.20442 0.05974 1.47683
N 1.07204 0.12600 -0.69156
```

One value per record, in order, for relative energy (zero: lowest compared OMol25 entry of this formula, charge and spin): 161.2; 53.0; 271.3; 294.7; 612.7; 163.3 kJ/mol.